1.
{"formula": "C43H48N6O4PS4SiTi", "method": "the ωB97M-V functional and the def2-TZVPD basis", "species": ["Ti", "C", "Si", "C", "C", "C", "C", "C", "C", "N", "C", "S", "H", "H", "H", "H", "H", "H", "H", "H", "H", "H", "H", "H", "O", "N", "C", "C", "C", "C", "C", "C", "C", "P", "C", "C", "C", "C", "C", "C", "C", "C", "C", "C", "C", "C", "H", "H", "H", "H", "H", "H", "H", "H", "H", "H", "H", "H", "H", "H", "H", "H", "S", "C", "C", "C", "C", "C", "N", "H", "H", "H", "H", "C", "C", "C", "C", "C", "C", "O", "N", "C", "O", "N", "C", "O", "H", "H", "H", "H", "H", "H", "H", "H", "H", "H", "H", "S", "C", "N", "C", "C", "S", "H", "H", "H", "H", "H"], "positions_angstrom": [[0.4945, 0.3589, -0.5515], [-4.0228, -1.5423, 2.1101], [-3.0631, -1.6683, 3.7017], [-3.4109, -3.3647, 4.4282], [-3.6623, -0.3573, 4.8924], [-1.1715, -1.5361, 3.5940], [-0.4913, -1.9846, 4.7220], [0.8956, -2.0048, 4.7758], [1.5701, -1.5894, 3.6449], [0.9691, -1.1372, 2.5490], [-0.3686, -1.0737, 2.5301], [-1.1499, -0.3766, 1.1131], [-5.0454, -1.8728, 2.3152], [-3.6087, -2.1699, 1.3235], [-4.0509, -0.5230, 1.7301], [-4.4864, -3.5441, 4.4742], [-3.0149, -3.4896, 5.4361], [-2.9678, -4.1402, 3.7992], [-4.7389, -0.4424, 5.0521], [-3.4638, 0.6352, 4.4902], [-3.1700, -0.4313, 5.8635], [-1.0481, -2.3326, 5.5852], [1.4306, -2.3396, 5.6527], [2.6568, -1.6170, 3.6154], [2.6287, 0.5995, -0.1154], [2.1512, -0.7117, -0.3383], [2.7931, -1.6617, 0.1855], [2.3539, -3.0513, -0.0335], [3.2363, -4.0213, 0.4408], [3.0206, -5.3641, 0.1834], [1.9245, -5.7349, -0.5795], [1.0357, -4.7720, -1.0338], [1.2020, -3.4199, -0.7502], [-0.0868, -2.2125, -1.3695], [0.1061, -2.5988, -3.1500], [-0.9173, -3.0149, -3.9926], [-0.6670, -3.2581, -5.3374], [0.6065, -3.0851, -5.8554], [1.6355, -2.6698, -5.0204], [1.3847, -2.4286, -3.6818], [-1.6356, -3.0049, -0.8159], [-2.8642, -2.6750, -1.3849], [-4.0328, -3.2721, -0.9374], [-4.0024, -4.1906, 0.1003], [-2.7919, -4.4829, 0.7129], [-1.6226, -3.8905, 0.2626], [2.4301, 0.9016, 0.8438], [3.7014, -1.4545, 0.7445], [4.1067, -3.7113, 1.0048], [3.7097, -6.1088, 0.5576], [1.7564, -6.7757, -0.8226], [0.1781, -5.0787, -1.6218], [-1.9165, -3.1667, -3.6113], [-1.4746, -3.5889, -5.9769], [0.7977, -3.2772, -6.9028], [2.6343, -2.5268, -5.4117], [2.1991, -2.1063, -3.0408], [-2.9162, -1.9275, -2.1642], [-4.9739, -3.0029, -1.3988], [-4.9166, -4.6565, 0.4430], [-2.7535, -5.1660, 1.5516], [-0.6991, -4.1098, 0.7820], [-1.6629, 0.4673, -2.0056], [-0.3950, 0.6772, -3.1702], [-0.5330, 0.7875, -4.5609], [0.5935, 0.9512, -5.3301], [1.8556, 1.0148, -4.7281], [1.9271, 0.8841, -3.3605], [0.8289, 0.7098, -2.6142], [-1.5214, 0.7407, -4.9958], [0.5032, 1.0349, -6.4058], [2.7560, 1.1661, -5.3051], [2.8657, 0.9430, -2.8194], [-1.1437, 2.7090, 3.5342], [0.1175, 3.5527, 3.4824], [0.5611, 3.9198, 2.0616], [1.9050, 4.7073, 2.0974], [1.9272, 5.9326, 2.9964], [-0.4804, 4.7935, 1.4014], [-1.0399, 5.7094, 1.9616], [-0.6980, 4.5391, 0.0700], [-0.2527, 3.4344, -0.6680], [-0.4512, 3.4164, -1.8630], [0.3893, 2.4365, 0.0185], [0.8498, 2.6535, 1.2710], [1.6125, 1.8218, 1.7972], [-1.3987, 2.4817, 4.5683], [-1.0258, 1.7618, 3.0013], [-1.9936, 3.2371, 3.0958], [0.9491, 3.0249, 3.9527], [-0.0417, 4.4855, 4.0223], [2.1787, 4.9889, 1.0760], [2.6652, 3.9886, 2.4090], [1.1178, 6.6248, 2.7675], [2.8746, 6.4561, 2.8645], [1.8490, 5.6629, 4.0487], [-1.3272, 5.1562, -0.4244], [3.9052, 3.6257, -1.1121], [3.0039, 4.4350, -2.2311], [1.9823, 5.2550, -1.9910], [1.3013, 5.8670, -3.1161], [1.6133, 4.9675, -4.3069], [3.2712, 4.3087, -3.9620], [1.7346, 5.4565, -1.0360], [1.6686, 6.8852, -3.2785], [0.2299, 5.8925, -2.9232], [1.6164, 5.5182, -5.2439], [0.9089, 4.1385, -4.3588]], "forces_ev_per_a": [[-1.874, 0.131, -0.639], [0.039, 0.085, 0.025], [0.096, 0.075, -0.106], [0.043, -0.062, -0.001], [-0.018, -0.003, 0.033], [-0.065, -0.118, 0.171], [0.059, -0.009, 0.046], [-0.034, 0.053, -0.086], [0.100, -0.037, 0.043], [0.029, 0.043, -0.079], [-0.077, -0.065, -0.246], [0.250, 0.199, 0.247], [-0.049, -0.009, -0.032], [-0.011, 0.179, 0.177], [-0.022, 0.064, 0.023], [-0.048, 0.005, -0.007], [0.016, -0.001, 0.040], [-0.016, -0.014, 0.010], [-0.038, -0.012, 0.011], [0.034, 0.110, -0.029], [0.024, -0.005, 0.025], [-0.033, -0.013, 0.011], [0.008, -0.021, 0.014], [-0.008, 0.013, -0.007], [0.244, -0.318, -0.050], [0.774, 0.510, 0.551], [-0.132, -0.817, -0.145], [0.243, 0.385, 0.113], [-0.031, -0.219, -0.051], [0.003, 0.087, 0.023], [-0.017, -0.009, -0.026], [-0.060, -0.037, -0.032], [-0.084, 0.067, 0.000], [0.484, 0.108, 0.168], [-0.090, -0.032, 0.012], [-0.058, -0.019, -0.039], [0.039, 0.020, 0.005], [-0.026, -0.005, 0.000], [-0.012, 0.024, -0.024], [0.047, 0.056, 0.031], [0.087, -0.160, 0.075], [-0.004, 0.025, -0.097], [-0.058, -0.105, -0.030], [0.075, -0.155, -0.146], [-0.058, -0.058, -0.091], [-0.007, 0.014, 0.103], [-0.215, 0.095, -0.026], [-0.017, -0.054, -0.008], [0.027, 0.012, 0.002], [0.010, -0.007, -0.002], [-0.011, -0.012, 0.007], [0.013, -0.013, 0.025], [0.011, -0.014, 0.017], [-0.012, -0.001, -0.021], [0.012, 0.002, -0.017], [0.013, -0.008, -0.014], [-0.020, 0.007, 0.011], [0.010, -0.017, 0.009], [-0.016, -0.001, 0.002], [-0.016, 0.006, 0.031], [-0.009, -0.013, -0.002], [-0.003, -0.015, -0.036], [0.256, 0.041, -0.055], [-0.067, 0.048, 0.034], [-0.122, -0.022, 0.108], [0.130, 0.014, 0.000], [-0.038, 0.009, 0.071], [-0.020, 0.087, -0.090], [0.237, -0.148, -0.190], [-0.004, 0.001, -0.008], [0.001, 0.002, -0.019], [-0.006, 0.005, -0.017], [-0.006, -0.009, -0.034], [-0.103, -0.114, -0.076], [0.078, 0.062, 0.065], [-0.022, -0.015, 0.073], [0.003, -0.053, -0.106], [0.006, 0.065, 0.035], [0.012, -0.007, 0.082], [-0.031, 0.016, 0.001], [0.033, 0.039, -0.156], [-0.054, 0.047, -0.095], [-0.049, 0.061, -0.005], [0.135, 0.069, 0.324], [0.357, -0.078, -0.238], [-0.255, 0.012, 0.188], [-0.028, -0.031, 0.050], [0.014, 0.028, 0.014], [0.004, 0.016, -0.006], [-0.014, 0.006, 0.011], [-0.005, -0.018, 0.007], [0.003, -0.024, 0.003], [-0.008, 0.036, 0.021], [-0.002, -0.004, -0.014], [0.011, 0.007, -0.006], [-0.004, -0.013, 0.012], [0.006, 0.009, 0.031], [0.024, 0.100, -0.013], [0.174, -0.216, 0.065], [-0.020, 0.074, 0.062], [-0.025, 0.016, -0.021], [-0.026, 0.062, 0.003], [-0.039, -0.032, -0.062], [-0.052, -0.010, 0.000], [0.005, -0.020, 0.003], [-0.019, 0.007, -0.008], [-0.009, -0.014, -0.014], [-0.004, -0.030, -0.003]], "lowdin_charge": [0.58, -0.20, 0.51, -0.17, -0.17, -0.25, -0.10, -0.07, -0.15, 0.04, -0.67, 0.64, 0.04, -0.02, 0.02, 0.03, 0.02, 0.02, 0.03, 0.02, 0.03, 0.09, 0.10, 0.10, -0.13, -0.14, -0.05, -0.19, -0.03, -0.06, -0.05, -0.09, -0.27, 1.05, -0.34, -0.07, -0.08, -0.08, -0.08, -0.10, -0.37, -0.13, -0.08, -0.10, -0.09, -0.10, 0.07, 0.15, 0.11, 0.11, 0.11, 0.12, 0.09, 0.10, 0.10, 0.11, 0.11, 0.05, 0.11, 0.11, 0.10, 0.11, 0.66, -0.74, -0.07, -0.06, -0.08, -0.13, -0.08, 0.11, 0.11, 0.10, 0.11, -0.06, -0.17, -0.29, -0.16, -0.08, -0.41, 0.10, 0.22, -0.53, 0.05, 0.08, -0.42, 0.01, 0.08, 0.04, 0.09, 0.13, 0.11, 0.08, 0.12, 0.07, 0.08, 0.07, 0.16, 0.61, -1.18, -0.06, -0.22, -0.41, 0.91, 0.11, 0.12, 0.11, 0.08, 0.07], "s2": 0.76, "max_force_ha_per_bohr": 0.0386, "homo_energy_ev": [-7.129, -7.362], "e_above_lowest_kj_mol": 103.0, "e_tot_ha": -5370.15183, "homo_lumo_gap_ev": [6.647, 6.664], "multiplicity": 2}

---

2.
{"formula": "C43H48N9NiSe", "method": "the ωB97M-V functional and the def2-TZVPD basis", "species": ["Ni", "C", "N", "C", "C", "N", "C", "C", "C", "C", "C", "C", "N", "C", "N", "C", "C", "C", "C", "C", "C", "N", "H", "H", "H", "H", "H", "H", "H", "H", "H", "H", "H", "H", "H", "H", "H", "C", "N", "C", "C", "C", "C", "C", "N", "C", "C", "C", "C", "C", "C", "H", "H", "H", "H", "H", "H", "H", "H", "H", "H", "H", "C", "C", "C", "C", "N", "C", "Se", "N", "C", "C", "C", "C", "C", "C", "C", "C", "C", "C", "H", "H", "H", "H", "H", "H", "H", "H", "H", "H", "H", "H", "H", "H", "H", "H", "H", "H", "H", "H", "H", "H"], "positions_angstrom": [[-1.8375, -0.0762, -0.2526], [-1.4099, -2.8043, -1.5450], [-1.6339, -2.3097, -0.1748], [-2.8259, -2.8665, 0.4624], [-3.9896, -1.9761, 0.1394], [-3.8283, -0.7650, -0.3272], [-5.0969, -0.2132, -0.4105], [-5.5031, 1.0463, -0.8409], [-6.8555, 1.3127, -0.8217], [-7.7866, 0.3536, -0.3949], [-7.3979, -0.9012, 0.0283], [-6.0342, -1.1616, 0.0127], [-5.2923, -2.2832, 0.3538], [-1.2182, -1.6668, -2.4951], [-1.6297, -0.4497, -2.2402], [-1.3506, 0.2893, -3.3831], [-1.6730, 1.6013, -3.7179], [-1.2717, 2.0605, -4.9550], [-0.5825, 1.2370, -5.8566], [-0.3022, -0.0820, -5.5612], [-0.7136, -0.5378, -4.3149], [-0.6614, -1.7866, -3.7193], [-2.2891, -3.3682, -1.8714], [-0.5517, -3.4821, -1.5879], [-0.7996, -2.4864, 0.3746], [-2.6708, -2.8824, 1.5444], [-3.0256, -3.8995, 0.1499], [-4.7804, 1.7797, -1.1654], [-7.2132, 2.2799, -1.1446], [-8.8362, 0.6060, -0.3962], [-8.1187, -1.6355, 0.3552], [-5.6512, -3.1560, 0.7020], [-2.2249, 2.2267, -3.0324], [-1.5014, 3.0760, -5.2436], [-0.2834, 1.6393, -6.8135], [0.1969, -0.7250, -6.2705], [-0.2302, -2.6139, -4.0958], [-2.8694, -0.3574, 2.8330], [-2.0426, 0.2488, 1.7903], [-1.3999, 1.3172, 2.1471], [-0.7199, 2.0698, 1.1697], [-0.0664, 3.3033, 1.2148], [0.2148, 3.6279, -0.1100], [-0.2792, 2.5819, -0.8934], [-0.8551, 1.6382, -0.1349], [-2.1066, -1.1641, 3.8616], [-1.0141, -1.9435, 3.4970], [-0.3525, -2.7221, 4.4318], [-0.7711, -2.7229, 5.7539], [-1.8493, -1.9390, 6.1309], [-2.5120, -1.1647, 5.1905], [-3.6108, -0.9993, 2.3551], [-3.4493, 0.4205, 3.3420], [-1.4178, 1.6599, 3.1832], [0.1689, 3.8709, 2.0979], [0.7138, 4.5096, -0.4725], [-0.1994, 2.4737, -1.9588], [-0.6605, -1.9107, 2.4764], [0.4931, -3.3249, 4.1308], [-0.2534, -3.3231, 6.4872], [-2.1743, -1.9257, 7.1612], [-3.3521, -0.5528, 5.4943], [5.1308, -1.5077, 1.0976], [4.1047, -2.1182, 2.0455], [3.3619, -1.0937, 2.9060], [2.1787, -0.4085, 2.2282], [2.5574, 0.4702, 1.1400], [2.3737, 0.2462, -0.1776], [1.6218, -1.2446, -0.9512], [2.8492, 1.3139, -0.8567], [2.8479, 1.5161, -2.2974], [4.2239, 1.3090, -2.9242], [4.6461, -0.1550, -3.0094], [3.8654, -0.9325, -4.0613], [3.3222, 2.2513, 0.0443], [3.8655, 3.5136, -0.1361], [4.1925, 4.2214, 1.0070], [3.9890, 3.6880, 2.2827], [3.4526, 2.4251, 2.4631], [3.1219, 1.7193, 1.3175], [5.7495, -2.2816, 0.6472], [5.7907, -0.8216, 1.6295], [4.6565, -0.9591, 0.2858], [4.6144, -2.8179, 2.7109], [3.3794, -2.7023, 1.4714], [4.0670, -0.3351, 3.2562], [2.9660, -1.5792, 3.8010], [1.6239, 0.1944, 2.9540], [1.4972, -1.1449, 1.8032], [2.4919, 2.5361, -2.4647], [2.1102, 0.8294, -2.7168], [4.9617, 1.8853, -2.3605], [4.1964, 1.7345, -3.9311], [4.5180, -0.6315, -2.0340], [5.7129, -0.2017, -3.2373], [2.8187, -1.0405, -3.7769], [4.2747, -1.9333, -4.1879], [3.9093, -0.4289, -5.0278], [4.0179, 3.9346, -1.1187], [4.6176, 5.2095, 0.9109], [4.2601, 4.2735, 3.1479], [3.2995, 2.0153, 3.4501]], "forces_ev_per_a": [[-0.232, 1.212, 0.134], [0.071, 0.066, 0.063], [0.060, -0.348, -0.112], [0.043, -0.059, -0.033], [0.029, 0.032, -0.125], [0.091, -0.536, 0.322], [-0.124, -0.041, -0.054], [-0.027, -0.037, 0.061], [-0.012, 0.012, -0.016], [0.004, -0.012, 0.010], [0.013, 0.031, -0.006], [-0.026, 0.116, -0.056], [0.071, 0.010, 0.005], [0.122, -0.221, 0.151], [0.150, 0.077, 0.826], [-0.009, 0.153, -0.175], [0.028, -0.035, 0.017], [0.000, 0.010, -0.008], [0.017, -0.017, -0.003], [-0.062, 0.036, 0.061], [-0.046, 0.164, 0.014], [-0.188, 0.031, 0.193], [0.039, -0.005, -0.013], [-0.049, 0.054, 0.003], [-0.026, 0.093, -0.024], [-0.014, 0.002, -0.019], [-0.021, 0.068, 0.042], [0.060, 0.056, -0.026], [-0.008, 0.030, -0.005], [-0.070, 0.015, -0.007], [-0.053, -0.045, 0.017], [0.022, 0.007, -0.007], [-0.003, 0.052, 0.054], [-0.013, 0.043, -0.013], [0.010, 0.012, -0.040], [0.038, -0.052, -0.034], [-0.011, 0.008, 0.038], [-0.191, -0.167, -0.065], [0.230, 0.026, -0.815], [0.223, 0.173, -0.288], [-0.260, -0.152, 0.141], [0.054, -0.070, -0.158], [0.037, 0.020, 0.158], [0.055, -0.275, -0.054], [-0.039, -0.552, 0.079], [0.046, 0.018, -0.060], [-0.001, 0.057, -0.003], [0.029, -0.027, 0.020], [0.010, 0.002, 0.003], [-0.019, -0.012, 0.014], [-0.044, 0.018, -0.047], [-0.022, 0.031, -0.016], [0.075, -0.047, -0.037], [-0.037, -0.054, -0.042], [-0.005, 0.075, 0.081], [0.048, 0.052, -0.029], [-0.019, -0.006, -0.145], [0.067, 0.020, -0.129], [0.058, -0.027, -0.020], [0.030, -0.043, 0.047], [-0.016, 0.004, 0.057], [-0.034, 0.031, 0.010], [-0.024, -0.005, -0.001], [-0.038, 0.001, -0.004], [-0.047, 0.024, -0.029], [-0.051, -0.104, 0.156], [-0.120, 0.068, -0.051], [-0.193, -0.205, -0.295], [-0.013, -0.245, 0.098], [0.076, -0.058, 0.059], [-0.119, 0.034, -0.107], [-0.045, 0.004, 0.028], [0.011, 0.008, 0.015], [0.025, -0.005, 0.004], [0.059, 0.112, 0.311], [-0.072, -0.078, 0.017], [0.014, 0.015, 0.069], [0.009, 0.045, -0.042], [-0.012, -0.016, -0.080], [0.239, 0.237, -0.138], [0.031, -0.040, -0.044], [0.049, 0.033, 0.028], [-0.007, 0.043, -0.044], [0.011, 0.008, 0.015], [0.005, -0.027, 0.019], [0.026, 0.015, 0.052], [-0.038, -0.021, 0.013], [-0.013, -0.028, -0.049], [0.004, 0.001, 0.035], [0.013, -0.034, -0.022], [0.021, 0.045, 0.024], [-0.001, 0.007, 0.015], [0.009, 0.031, -0.010], [0.018, -0.023, 0.018], [0.000, 0.020, -0.017], [-0.064, 0.011, 0.021], [0.007, -0.067, 0.003], [0.024, 0.021, -0.071], [0.018, 0.014, -0.061], [0.023, 0.056, 0.004], [0.027, 0.053, 0.061], [-0.015, -0.024, 0.061]], "lowdin_charge": [0.54, -0.12, -0.07, -0.11, -0.31, 0.12, -0.20, 0.00, -0.07, -0.07, -0.01, -0.18, 0.18, -0.36, 0.12, -0.20, -0.03, -0.07, -0.07, -0.01, -0.18, 0.19, 0.14, 0.13, 0.08, 0.12, 0.13, 0.11, 0.11, 0.11, 0.11, 0.17, 0.11, 0.11, 0.11, 0.12, 0.18, -0.16, -0.01, -0.06, -0.32, -0.03, -0.08, -0.15, 0.01, -0.22, -0.06, -0.07, -0.08, -0.07, -0.04, 0.10, 0.13, 0.15, 0.11, 0.10, 0.08, 0.08, 0.11, 0.11, 0.11, 0.11, -0.09, -0.25, -0.17, -0.16, -0.01, -0.67, 0.75, -0.01, -0.15, -0.17, -0.25, -0.12, -0.16, 0.00, -0.07, -0.07, 0.00, -0.15, 0.08, 0.08, 0.04, 0.11, 0.09, 0.11, 0.11, 0.13, 0.06, 0.12, 0.08, 0.11, 0.12, 0.07, 0.11, 0.02, 0.07, 0.08, 0.12, 0.11, 0.11, 0.11], "total_charge": 1, "max_force_ha_per_bohr": 0.0241, "homo_energy_ev": [-9.592, -9.592], "e_tot_ha": -6069.86200, "homo_lumo_gap_ev": [7.220, 7.217]}